1.
{
  "formula": "C4H6N2O",
  "method": "ωB97M-V with the def2-TZVPD basis set",
  "orbital_gap_ev": 9.1078,
  "mol_weight_g_mol": 98.105,
  "spin_multiplicity": 1,
  "elements": ["N", "C", "C", "O", "N", "C", "C", "H", "H", "H", "H", "H", "H"],
  "xyz": [[1.2106, -1.4243, -1.3991], [0.6412, -0.5661, -0.4929], [1.1777, 0.8507, -0.4464], [-1.9160, 1.0562, 0.8142], [0.4114, 1.3894, 0.4774], [-0.6374, 0.5416, 1.0808], [-0.3366, -0.7657, 0.4121], [0.6781, -2.2348, -1.6746], [1.6834, -0.9554, -2.1584], [-2.0710, 0.8973, -0.1291], [0.4759, 2.3660, 0.7348], [-0.5407, 0.5446, 2.1717], [-0.8865, -1.6726, 0.6341]],
  "forces_ev_per_a": [[-0.070, 0.039, -0.033], [-0.040, -0.030, 0.021], [-0.436, -0.028, 0.388], [-0.099, -0.007, -0.166], [0.217, 0.107, -0.265], [0.228, -0.144, 0.069], [0.071, 0.034, -0.113], [0.066, 0.062, 0.051], [0.042, -0.077, 0.117], [-0.102, 0.077, 0.185], [0.007, -0.139, -0.041], [0.071, -0.029, -0.134], [0.045, 0.137, -0.079]],
  "lowdin_charge": [0.09, -0.38, 0.01, -0.01, 0.01, -0.39, -0.01, 0.09, 0.08, 0.10, 0.13, 0.15, 0.11]
}



2.
{
  "formula": "C4H6N2O",
  "method": "ωB97M-V with the def2-TZVPD basis set",
  "orbital_gap_ev": 8.4911,
  "mol_weight_g_mol": 98.105,
  "smiles": "Nc1c[nH]c(O)c1",
  "spin_multiplicity": 1,
  "elements": ["N", "C", "C", "N", "C", "O", "C", "H", "H", "H", "H", "H", "H"],
  "xyz": [[1.0942, 0.9712, -1.7366], [0.3445, 0.3979, -0.7041], [-1.0019, 0.1593, -0.7028], [-1.2830, -0.4076, 0.5446], [-0.1573, -0.5467, 1.2418], [-0.2613, -1.0123, 2.4978], [1.0008, -0.1386, 0.5074], [0.6192, 1.7846, -2.1023], [2.0152, 1.2414, -1.4060], [-1.7505, 0.2247, -1.4718], [-2.1808, -0.7763, 0.8197], [0.6245, -1.0030, 2.8883], [0.9362, -0.8945, -0.3761]],
  "forces_ev_per_a": [[0.041, 0.136, -0.062], [-0.674, 1.056, -0.273], [-0.098, 0.147, -0.018], [-0.055, 0.009, 0.039], [-0.077, -0.261, -0.376], [0.269, -0.082, -0.242], [-0.447, -0.012, 0.109], [0.076, -0.097, -0.207], [-0.211, -0.072, 0.032], [-0.063, 0.161, 0.054], [0.025, 0.197, 0.137], [-0.061, 0.018, -0.161], [1.273, -1.202, 0.967]],
  "lowdin_charge": [0.08, -0.45, -0.08, 0.10, -0.40, 0.08, -0.04, 0.09, 0.08, 0.10, 0.16, 0.12, 0.15]
}



3.
{
  "formula": "C4H6N2O",
  "method": "ωB97M-V with the def2-TZVPD basis set",
  "orbital_gap_ev": 8.6802,
  "mol_weight_g_mol": 98.105,
  "spin_multiplicity": 1,
  "elements": ["C", "C", "C", "C", "O", "N", "N", "H", "H", "H", "H", "H", "H"],
  "xyz": [[0.9387, -1.5158, -0.9689], [0.3406, -0.6956, 0.1453], [0.0635, 0.6960, -0.1991], [-0.4779, 1.4821, 0.7296], [-1.4932, 2.7844, 0.4395], [-1.0002, 2.0568, 1.7280], [0.0835, -1.1139, 1.3270], [1.1423, -2.5353, -0.6325], [1.8755, -1.0623, -1.3115], [0.2561, -1.5491, -1.8251], [0.3327, 1.1369, -1.1510], [-2.3880, 2.4168, 0.3083], [0.3265, -2.1010, 1.4104]],
  "forces_ev_per_a": [[0.036, -0.118, -0.017], [0.015, -0.004, 0.142], [0.015, 0.049, 0.041], [-0.294, 0.190, 0.296], [-0.451, 0.207, -0.107], [0.472, -0.343, -0.272], [0.132, -0.115, -0.274], [-0.029, 0.117, -0.068], [-0.128, -0.059, 0.044], [0.093, -0.005, 0.102], [0.027, -0.053, 0.133], [0.177, 0.048, -0.045], [-0.066, 0.087, 0.024]],
  "lowdin_charge": [-0.05, -0.47, -0.06, -0.22, 0.00, 0.17, 0.11, 0.07, 0.08, 0.08, 0.11, 0.13, 0.04]
}



4.
{
  "formula": "C4H6N2O",
  "method": "ωB97M-V with the def2-TZVPD basis set",
  "orbital_gap_ev": 9.3487,
  "mol_weight_g_mol": 98.105,
  "smiles": "NC1=NCC=C1O",
  "spin_multiplicity": 1,
  "elements": ["N", "C", "N", "C", "C", "C", "O", "H", "H", "H", "H", "H", "H"],
  "xyz": [[2.0655, 0.5793, -0.0387], [0.7098, 0.4549, -0.1500], [-0.0900, 1.4127, -0.4599], [-1.4312, 0.9081, -0.2054], [-1.3037, -0.5584, 0.1106], [0.0094, -0.8052, 0.1812], [0.7338, -1.9140, 0.4732], [2.4679, 1.4018, -0.4605], [2.6284, -0.2551, -0.0283], [-2.1300, 1.1390, -1.0167], [-1.7852, 1.4465, 0.6848], [-2.1254, -1.2426, 0.2916], [0.1324, -2.6544, 0.6260]],
  "forces_ev_per_a": [[0.062, -0.012, -0.143], [-0.066, 0.090, 0.034], [0.170, -0.236, 0.227], [-0.170, 0.017, -0.014], [0.172, 0.012, 0.099], [-0.203, 0.285, -0.101], [-0.123, -0.168, -0.001], [-0.007, -0.109, 0.062], [-0.101, 0.044, -0.076], [0.179, -0.068, 0.013], [-0.191, -0.067, -0.102], [0.135, 0.108, -0.002], [0.142, 0.104, 0.003]],
  "lowdin_charge": [0.14, -0.39, 0.07, -0.24, -0.01, -0.29, 0.06, 0.10, 0.09, 0.11, 0.12, 0.11, 0.12]
}



5.
{
  "formula": "C4H6N2O",
  "method": "ωB97M-V with the def2-TZVPD basis set",
  "orbital_gap_ev": 8.2908,
  "mol_weight_g_mol": 98.105,
  "smiles": "Nc1ccc(O)[nH]1",
  "spin_multiplicity": 1,
  "elements": ["N", "C", "C", "C", "C", "O", "N", "H", "H", "H", "H", "H", "H"],
  "xyz": [[-2.2480, -0.5037, 0.2714], [-0.9175, -0.0508, 0.1133], [-0.3410, 1.1787, -0.0208], [1.0792, 0.9866, -0.1597], [1.2875, -0.3624, -0.1091], [2.3917, -1.1490, -0.2012], [0.0894, -1.0026, 0.0494], [-2.6752, -0.7025, -0.6298], [-2.8141, 0.2000, 0.7294], [-0.8672, 2.1245, -0.0430], [1.8298, 1.7517, -0.3098], [3.1686, -0.5785, -0.2080], [0.0169, -1.8921, 0.5180]],
  "forces_ev_per_a": [[-0.071, 0.161, -0.053], [0.169, 0.154, -0.013], [-0.161, -0.049, -0.001], [0.127, -0.103, -0.030], [-0.189, 0.208, 0.066], [0.148, 0.141, 0.081], [0.047, 0.043, 0.144], [0.054, -0.030, 0.157], [0.063, -0.087, 0.005], [0.077, -0.152, -0.063], [-0.111, -0.131, -0.008], [-0.065, -0.084, -0.002], [-0.089, -0.071, -0.282]],
  "lowdin_charge": [0.07, -0.39, -0.06, -0.05, -0.40, 0.07, 0.13, 0.08, 0.08, 0.10, 0.10, 0.11, 0.16]
}



6.
{
  "formula": "C4H6N2O",
  "method": "ωB97M-V with the def2-TZVPD basis set",
  "orbital_gap_ev": 8.6484,
  "mol_weight_g_mol": 98.105,
  "smiles": "N=C=CN.C=C=O",
  "spin_multiplicity": 1,
  "elements": ["N", "C", "C", "N", "H", "H", "H", "H", "C", "C", "O", "H", "H"],
  "xyz": [[-1.0632, 0.4168, 1.2730], [-0.2988, -0.4532, 0.8803], [0.5052, -1.3161, 0.3311], [0.2401, -2.6919, 0.1453], [-1.1413, 0.5967, 2.2720], [1.4967, -0.9940, 0.0488], [0.5593, -3.0185, -0.7577], [-0.7454, -2.8990, 0.2568], [-0.3212, 2.6764, -1.0855], [-0.6050, 1.5978, -1.7298], [-0.8815, 0.6479, -2.3411], [-0.8360, 2.9019, -0.1724], [0.4602, 3.3357, -1.4044]],
  "forces_ev_per_a": [[-0.603, 0.458, -0.175], [0.163, 0.122, 0.308], [0.342, -0.145, -0.234], [-0.237, -0.302, 0.084], [0.245, -0.260, 0.045], [0.044, 0.152, 0.088], [-0.118, 0.066, 0.027], [0.136, -0.095, -0.101], [0.307, 1.031, 0.745], [-0.451, -1.253, -0.968], [0.153, 0.287, 0.273], [-0.183, -0.118, 0.195], [0.200, 0.057, -0.286]],
  "lowdin_charge": [0.13, -0.20, -0.22, 0.01, 0.07, 0.11, 0.07, 0.08, -0.01, -0.31, 0.16, 0.05, 0.06]
}



7.
{
  "formula": "C4H6N2O",
  "method": "ωB97M-V with the def2-TZVPD basis set",
  "orbital_gap_ev": 9.4565,
  "mol_weight_g_mol": 98.105,
  "smiles": "[H]/N=C\\C(=O)/N=C\\C",
  "spin_multiplicity": 1,
  "elements": ["H", "N", "C", "C", "O", "N", "C", "C", "H", "H", "H", "H", "H"],
  "xyz": [[-2.8947, 0.1661, 0.7533], [-2.4638, 0.9616, 0.2756], [-1.3756, 0.6814, -0.2779], [-0.9274, -0.8362, -0.5663], [-1.6450, -1.7446, -0.2344], [0.3115, -0.8628, -1.0644], [1.4197, -0.4621, -0.5914], [1.5668, 0.1637, 0.7320], [-0.9306, 1.4214, -0.9411], [2.2798, -0.4795, -1.2555], [0.4799, 0.3078, 1.1143], [2.1548, -0.4682, 1.3944], [2.0244, 1.1516, 0.6613]],
  "forces_ev_per_a": [[0.112, -0.269, -0.311], [0.102, 0.520, 0.925], [-1.215, -1.641, -2.190], [-0.809, 2.260, 2.562], [0.247, -0.180, -0.418], [1.851, -0.990, -1.235], [-1.002, 0.191, -0.852], [-2.077, 0.301, 1.018], [0.520, 0.249, 0.428], [0.066, -0.141, -0.079], [2.092, -0.258, -0.020], [-0.062, 0.084, 0.238], [0.175, -0.124, -0.065]],
  "lowdin_charge": [0.06, 0.12, -0.18, -0.49, 0.09, 0.13, -0.17, -0.05, 0.10, 0.12, 0.10, 0.08, 0.09]
}



8.
{
  "formula": "C4H6N2O2",
  "method": "ωB97M-V with the def2-TZVPD basis set",
  "orbital_gap_ev": [7.2934, 7.2941],
  "mol_weight_g_mol": 114.104,
  "spin_multiplicity": 1,
  "elements": ["C", "C", "C", "C", "N", "N", "O", "O", "H", "H", "H", "H", "H", "H"],
  "xyz": [[-1.2271, 1.1051, -1.3323], [1.5652, 0.1301, -0.0881], [-0.4788, 0.9347, 0.8725], [1.0273, -2.0062, -1.0869], [0.4978, 0.1757, 0.5887], [-1.0869, 1.0699, 2.0739], [-1.2523, 1.5396, -0.0755], [1.9647, -0.8704, -0.8352], [-1.8454, 1.8475, -1.9817], [1.4149, -2.4342, -1.9806], [0.1304, -1.4236, -1.1824], [1.1433, -2.6043, -0.1778], [-0.5569, 0.5030, 2.7878], [-1.2963, 2.0332, 2.4174]],
  "forces_ev_per_a": [[-0.062, 0.364, -0.027], [2.582, 0.599, -1.790], [0.654, -1.594, -0.823], [1.203, 1.940, 1.554], [-2.330, 0.407, 1.241], [0.488, -0.314, 3.225], [-0.434, 1.115, -2.358], [-0.263, -0.110, 0.455], [0.611, -0.569, 1.458], [-0.101, -0.616, -0.534], [-1.111, -0.842, -0.280], [-0.598, -0.349, -0.501], [-0.913, 1.165, -0.929], [0.274, -1.197, -0.690]],
  "lowdin_charge": [0.13, -0.19, -0.49, 0.00, 0.13, 0.13, -0.07, -0.14, 0.04, 0.08, 0.05, 0.09, 0.13, 0.13]
}



9.
{
  "formula": "C4H6N2O2",
  "method": "ωB97M-V with the def2-TZVPD basis set",
  "orbital_gap_ev": [8.1981, 8.1988],
  "mol_weight_g_mol": 114.104,
  "smiles": "O=C=NO.C#N.C=C",
  "spin_multiplicity": 1,
  "elements": ["O", "C", "N", "O", "H", "C", "N", "H", "C", "C", "H", "H", "H", "H"],
  "xyz": [[-0.1788, 0.5560, 2.4760], [0.1294, -0.0134, 1.4753], [1.0878, -0.6438, 0.9398], [2.4039, -0.3834, 1.2886], [2.4568, -0.6559, 2.2222], [1.2142, 0.5595, -1.8343], [1.0305, 1.0834, -2.8414], [1.3707, 0.1113, -0.8344], [-1.5666, -0.0965, 0.2453], [-1.3667, -0.0628, -1.1135], [-2.0725, 0.7414, 0.7100], [-1.8798, -1.0773, 0.6050], [-1.1374, -0.9687, -1.6620], [-1.4915, 0.8502, -1.6765]],
  "forces_ev_per_a": [[-1.071, -0.183, -1.225], [2.918, 0.726, 2.894], [-2.173, -0.975, -2.934], [0.132, 0.306, 1.447], [0.300, 0.230, -0.162], [0.327, 0.188, 0.195], [0.058, -0.277, 0.334], [-0.161, 0.072, -0.694], [-1.286, -0.386, -1.711], [-0.349, 0.029, 1.449], [0.371, 0.126, 0.062], [0.624, 0.007, 0.413], [0.124, 0.100, 0.002], [0.185, 0.037, -0.071]],
  "lowdin_charge": [0.14, -0.38, -0.08, -0.04, 0.11, -0.10, 0.06, 0.03, -0.10, 0.03, 0.09, 0.10, 0.08, 0.07]
}



10.
{
  "formula": "C4H6N2O2",
  "method": "ωB97M-V with the def2-TZVPD basis set",
  "orbital_gap_ev": 10.0495,
  "mol_weight_g_mol": 114.104,
  "smiles": "O=CC/N=C\\NC=O",
  "spin_multiplicity": 1,
  "elements": ["O", "C", "C", "N", "C", "N", "C", "O", "H", "H", "H", "H", "H", "H"],
  "xyz": [[3.2136, -0.1968, -0.0448], [2.1886, -0.8696, 0.0928], [0.8543, -0.3193, 0.0279], [0.8254, 1.0534, -0.3139], [-0.3823, 1.4843, -0.1004], [-1.5875, 0.7854, 0.3450], [-1.8817, -0.6531, -0.0575], [-3.0276, -1.0341, -0.1801], [2.4120, -2.0553, 0.4412], [0.3734, -0.2186, 1.2681], [0.1369, -1.1826, -0.4502], [-0.4810, 2.4975, -0.0462], [-2.2318, 1.4804, 0.5760], [-1.0358, -1.3992, 0.0155]],
  "forces_ev_per_a": [[-2.217, -1.348, -0.024], [5.172, -1.477, 1.334], [-2.322, -2.043, 2.984], [-3.397, 0.118, -0.298], [0.783, -2.788, 0.439], [4.561, -2.510, -2.429], [-2.898, 0.850, 2.050], [1.707, 0.895, -0.200], [-1.268, 2.641, -0.981], [1.558, -1.374, -3.112], [2.900, 2.691, 0.303], [-0.651, 2.792, -0.224], [-2.163, 0.297, 0.195], [-1.764, 1.255, -0.036]],
  "lowdin_charge": [0.02, -0.29, -0.30, 0.07, -0.18, 0.10, -0.24, 0.06, 0.16, 0.22, 0.12, 0.09, 0.09, 0.09]
}



11.
{
  "formula": "C4H6N2O2",
  "method": "ωB97M-V with the def2-TZVPD basis set",
  "orbital_gap_ev": 8.8568,
  "mol_weight_g_mol": 114.104,
  "smiles": "[H]/N=C/N(O)/C=C\\C=O",
  "spin_multiplicity": 1,
  "elements": ["H", "N", "C", "N", "O", "C", "C", "C", "O", "H", "H", "H", "H", "H"],
  "xyz": [[-3.9811, -0.1704, -0.3045], [-2.9314, -0.5066, -0.2235], [-2.0494, 0.4297, -0.0328], [-0.7070, 0.1630, 0.2070], [-0.3398, -1.1821, 0.3674], [0.1747, 1.1779, 0.0440], [1.5573, 1.2543, 0.0134], [2.3280, -0.0830, 0.0990], [2.0985, -1.1593, -0.3230], [-2.1734, 1.6157, 0.1056], [0.4532, -1.4319, -0.2564], [-0.4324, 2.1291, -0.3717], [1.9615, 2.3215, -0.2702], [3.5076, -0.0003, 0.1157]],
  "forces_ev_per_a": [[3.089, -0.356, 0.210], [-0.534, 2.467, 0.224], [-2.710, 0.434, 0.334], [0.714, -1.043, -0.528], [0.342, 0.411, -0.459], [0.069, 2.558, -1.945], [-1.542, -0.917, 0.074], [4.835, 5.133, -1.360], [-2.529, -3.274, -0.731], [-0.330, -2.718, -0.527], [-1.206, 1.171, 1.101], [1.667, -2.052, 1.502], [-0.219, -2.752, 0.942], [-1.645, 0.938, 1.162]],
  "lowdin_charge": [0.09, 0.08, -0.26, -0.17, 0.00, -0.13, -0.04, -0.28, 0.02, 0.15, 0.11, 0.15, 0.13, 0.14]
}



12.
{
  "formula": "C4H6N2O2",
  "method": "ωB97M-V with the def2-TZVPD basis set",
  "orbital_gap_ev": 8.8849,
  "mol_weight_g_mol": 114.104,
  "smiles": "C=N[N+](=O)[O-].C=C=C",
  "spin_multiplicity": 1,
  "elements": ["C", "N", "N", "O", "O", "H", "H", "C", "C", "C", "H", "H", "H", "H"],
  "xyz": [[1.0846, 0.8175, 1.2883], [0.8280, -0.3346, 1.7332], [1.6735, -1.4090, 1.5824], [2.7298, -1.1791, 2.0152], [1.2364, -2.4117, 1.1745], [1.9742, 1.1123, 0.7128], [0.5791, 1.6497, 1.5855], [-0.8532, 0.0039, -1.9836], [-0.9585, -0.4382, -0.7959], [-1.1159, -1.1021, 0.3607], [-1.4677, -0.2488, -2.7862], [-0.0542, 0.7600, -2.3338], [-0.6916, -2.0576, 0.5110], [-1.7138, -0.6535, 1.0605]],
  "forces_ev_per_a": [[3.157, -2.149, -0.498], [-2.201, 2.166, 0.795], [-0.934, 2.352, -0.411], [4.586, -0.186, 1.430], [-0.809, -2.982, -1.130], [-0.072, -0.742, -0.174], [-2.277, 1.757, 0.886], [2.681, 2.828, -1.565], [-0.720, -2.834, 3.197], [0.001, 1.320, -4.522], [-1.324, -0.581, -0.954], [-1.024, -1.212, 0.933], [0.283, -0.529, 0.137], [-1.346, 0.792, 1.878]],
  "lowdin_charge": [0.05, 0.07, -0.50, 0.12, 0.11, 0.11, 0.06, -0.03, -0.17, -0.01, 0.03, 0.09, 0.04, 0.04]
}



Values for maximum force, hartree/bohr, ordered as above
0.0114, 0.0389, 0.0125, 0.0072, 0.0059, 0.0320, 0.0683, 0.0637, 0.0812, 0.1117, 0.1397, 0.0935
Values for energy relative to the best compared isomer or geometry (same formula, charge and spin), kJ/mol, ordered as above
255.85, 359.40, 544.28, 96.39, 87.63, 320.32, 219.06, 672.06, 612.99, 455.08, 517.23, 787.57